The molecule C3H8N2O in a non-equilibrium geometry. Source: the OMol25 dataset; level of theory: the ωB97M-V functional and the def2-TZVPD basis.

CARTESIAN COORDINATES (ANGSTROEM)
1 C 1.29691 0.24170 1.34714
2 N 1.13448 0.55940 -0.09123
3 C 0.22511 -0.27812 -0.86557
4 C -1.13024 -0.33436 -0.17541
5 N -2.15752 0.28335 -0.83985
6 O -1.25215 -1.06899 0.78382
7 H 1.49189 -0.81990 1.54844
8 H 0.42261 0.54601 1.91102
9 H 2.17961 0.76459 1.71231
10 H 2.08406 0.57562 -0.42086
11 H 0.69662 -1.26732 -1.01557
12 H 0.14979 0.11194 -1.88574
13 H -2.23286 0.28052 -1.83375
14 H -2.90829 0.40557 -0.17477

Atoms 1-6, force components in eV/Å:
C 0.0 -0.3 -0.5
N 0.1 0.7 1.2
C 1.4 0.0 -0.4
C 1.1 -2.1 -1.8
N 0.3 0.2 2.2
O -0.6 1.1 0.5

Calculated values
- orbital gap (eV) = 9.7
- total charge = 0
- E_LUMO (eV) = 0.884
- SMILES = CNCC(N)=O
- relative energy (zero: lowest compared OMol25 entry of this formula, charge and spin) (kcal per mole) = 31.88